109
Properties=species:S:1:pos:R:3:forces:R:3:lowdin_charge:R:1 method="wB97M-V/def2-TZVPD" total_energy_ha=-3766.29498 multiplicity=1 homo_energy_ha=-0.3447 smiles="C#CCB(B(O)OCC)[C@@H](C)F.O=C1C=C(O)C(=O)C=C1O.O=C1C=C(O)C(=O)C=C1O.O=C1C=C(O)C(=O)C=C1O.O=C1C=C(O)C(=O)C=C1O.O=C1C=C(O)C(=O)C=C1O.O=C1C=C(O)C(=O)C=C1O" orbital_gap_ev=7.276 lumo_energy_ev=-2.104
C -0.232707 1.302797 1.509638 -5.50 3.03 -7.70 0.06
C -1.090386 1.670136 0.430545 5.40 -2.37 6.47 -0.07
C -2.170615 1.968248 -0.808472 0.83 -0.10 0.55 -0.10
B -3.616232 1.211211 -0.414754 2.60 -1.00 -0.85 -0.08
B -4.915730 2.206026 -0.245645 -2.83 2.66 1.03 -0.36
O -4.744229 3.313732 0.762584 -0.85 -2.97 -0.20 0.02
O -6.164826 2.199083 -1.010984 1.54 -1.15 2.21 -0.03
C -7.266498 1.487328 -0.372862 -2.55 -0.04 0.27 -0.24
C -7.528384 1.811553 1.208689 -0.85 0.07 0.68 -0.10
C -3.540065 -0.408515 -0.225496 -0.30 -2.05 0.73 -0.22
C -4.959671 -1.182779 -0.000922 0.07 0.38 -0.29 -0.07
F -2.872595 -1.073524 -1.407232 -0.99 1.44 1.99 -0.12
H 0.673519 1.250959 2.260693 -2.45 0.14 -1.99 0.06
H -1.753770 1.563706 -1.850738 -0.58 0.73 2.50 0.13
H -2.339584 3.122199 -0.910041 0.70 -2.17 0.44 0.11
H -5.035843 2.994796 1.674445 0.59 0.71 -1.74 0.11
H -7.250825 0.314264 -0.486686 0.42 2.36 0.05 0.11
H -8.258605 1.833054 -0.944219 2.37 -0.65 1.13 0.14
H -7.243074 2.925445 1.529483 -0.51 -2.53 -0.88 0.10
H -7.052832 1.005236 1.944605 -0.74 1.93 -1.69 0.06
H -8.704149 1.731162 1.396562 2.50 0.12 -0.48 0.09
H -2.856295 -0.667143 0.715229 -1.26 0.59 -1.99 0.16
H -4.779289 -2.326773 0.257643 -0.43 2.53 -0.52 0.10
H -5.516595 -0.621173 0.889990 1.19 -1.40 -1.86 0.07
H -5.635897 -1.094265 -0.980831 1.58 -0.25 2.16 0.10
O 3.548336 -2.839765 -4.035422 -0.18 0.61 0.05 0.09
C 2.920083 -1.932055 -3.502154 0.03 -0.76 0.26 -0.30
C 2.074708 -2.152155 -2.318306 0.34 -0.17 -0.37 0.08
C 1.390413 -1.145290 -1.771859 -1.09 -0.83 1.71 -0.20
O 0.596159 -1.344556 -0.657565 1.06 0.95 -1.68 0.07
C 1.453616 0.229958 -2.338279 -0.14 1.03 -0.20 -0.28
O 0.798859 1.131142 -1.825132 0.46 -0.82 -0.34 0.09
C 2.317603 0.455419 -3.507285 -0.54 -0.06 -0.06 0.05
C 3.004706 -0.550620 -4.051799 0.57 0.66 -1.13 -0.21
O 3.820895 -0.345834 -5.149078 -0.60 -0.96 1.24 0.07
H 2.036184 -3.157240 -1.918233 0.00 0.03 -0.01 0.14
H 0.206066 -0.466353 -0.454864 -0.02 -0.17 0.14 0.07
H 2.368107 1.463948 -3.897978 -0.07 -0.19 0.03 0.11
H 4.206177 -1.225202 -5.355348 -0.21 0.33 0.07 0.12
O 3.604932 -9.088225 -6.418549 -0.03 0.63 0.62 0.10
C 3.510777 -8.543745 -5.324160 0.03 -0.93 -0.42 -0.31
C 3.362470 -9.309197 -4.076487 0.03 0.02 -0.36 0.08
C 3.245674 -8.684976 -2.902881 -0.15 -1.42 1.24 -0.21
O 3.108723 -9.398244 -1.726153 0.14 1.59 -1.11 0.08
C 3.257591 -7.199087 -2.812741 -0.01 1.03 0.32 -0.30
O 3.129711 -6.653628 -1.721742 0.06 -0.67 -0.59 0.10
C 3.430085 -6.433928 -4.057192 -0.06 0.00 0.40 0.08
C 3.550377 -7.058046 -5.230533 0.19 1.35 -1.20 -0.21
O 3.715446 -6.345637 -6.404137 -0.19 -1.61 1.09 0.08
H 3.353142 -10.388639 -4.156823 -0.01 0.06 0.00 0.14
H 3.041406 -8.721751 -1.017403 0.02 -0.26 -0.30 0.12
H 3.454892 -5.354606 -3.974914 0.00 0.02 -0.01 0.11
H 3.776687 -7.021970 -7.113434 -0.04 0.27 0.30 0.12
O -5.991123 -0.529332 3.221202 0.13 -0.42 0.73 0.07
C -6.383860 -1.171944 4.188580 -0.54 0.30 -0.66 -0.28
C -7.802263 -1.511306 4.382396 0.38 0.22 -0.27 0.08
C -8.198996 -2.198109 5.455498 -2.00 -0.22 -0.20 -0.20
O -9.530087 -2.522788 5.642521 2.05 0.11 0.41 0.09
C -7.227406 -2.641321 6.492662 0.38 -0.53 1.03 -0.30
O -7.624690 -3.255120 7.477332 0.02 0.50 -0.91 0.11
C -5.806000 -2.323145 6.287117 -0.28 -0.12 0.17 0.09
C -5.408595 -1.639336 5.212316 1.84 0.05 0.23 -0.19
O -4.073947 -1.338825 5.010997 -2.23 -0.28 -0.42 0.05
H -8.498068 -1.180952 3.621830 0.03 -0.01 0.04 0.14
H -9.561204 -3.017969 6.490064 0.00 0.20 -0.33 0.12
H -5.108145 -2.667012 7.040161 -0.05 0.02 -0.03 0.14
H -4.043705 -0.838482 4.166591 0.21 -0.06 0.42 0.11
O 4.314791 1.813540 -2.738837 1.09 0.23 0.64 0.07
C 5.002773 1.802773 -1.724157 -0.78 0.30 0.02 -0.28
C 4.515261 2.328274 -0.439330 -0.08 -0.10 -0.46 0.09
C 5.295950 2.316883 0.642815 -1.08 0.78 1.40 -0.20
O 4.843177 2.806668 1.854138 1.29 -0.84 -1.29 0.08
C 6.682748 1.778214 0.590258 1.06 -0.32 0.35 -0.30
O 7.382876 1.798103 1.597027 -0.77 0.11 -0.58 0.11
C 7.162037 1.230652 -0.688154 0.04 0.09 0.38 0.08
C 6.380267 1.238785 -1.769583 1.04 -0.83 -1.36 -0.20
O 6.822914 0.723484 -2.974013 -1.30 0.87 1.26 0.09
H 3.505999 2.718888 -0.415890 0.01 -0.01 -0.01 0.14
H 5.591412 2.688819 2.479244 -0.28 0.06 -0.26 0.12
H 8.166082 0.825885 -0.707613 -0.06 0.04 0.00 0.14
H 6.076861 0.846867 -3.600479 0.27 -0.07 0.16 0.11
O 5.794612 6.452356 -3.363090 -0.53 0.08 -0.71 0.11
C 4.979243 6.160049 -4.230697 0.41 -0.47 0.83 -0.30
C 4.324830 4.843328 -4.281591 0.28 0.28 0.18 0.08
C 3.453950 4.551231 -5.249522 -0.51 -1.76 0.43 -0.19
O 2.833225 3.316660 -5.301780 0.40 1.85 -0.62 0.07
C 3.116248 5.539788 -6.310110 -0.50 0.43 -0.91 -0.30
O 2.325943 5.235764 -7.197323 0.54 -0.06 0.79 0.11
C 3.752048 6.864740 -6.245752 -0.22 -0.25 -0.16 0.08
C 4.620355 7.158243 -5.275897 0.51 1.79 -0.36 -0.21
O 5.219978 8.402381 -5.207381 -0.39 -1.86 0.55 0.08
H 4.581223 4.133466 -3.505642 -0.05 0.03 -0.08 0.12
H 2.251651 3.350365 -6.092435 0.24 -0.02 0.29 0.12
H 3.483817 7.579984 -7.013083 0.02 -0.06 0.04 0.14
H 5.806025 8.366516 -4.420272 -0.23 0.01 -0.32 0.12
O 1.294612 1.706040 9.022173 -0.55 0.10 -0.74 0.11
C 0.479243 1.413733 8.154566 0.46 -0.49 0.90 -0.31
C -0.175170 0.097012 8.103672 0.26 0.30 0.16 0.08
C -1.046050 -0.195084 7.135741 -0.56 -1.87 0.39 -0.20
O -1.666775 -1.429656 7.083484 0.49 1.91 -0.56 0.08
C -1.383752 0.793472 6.075153 -0.46 0.50 -0.91 -0.29
O -2.174057 0.489448 5.187940 0.75 0.15 0.72 0.10
C -0.747952 2.118424 6.139511 -0.26 -0.25 -0.17 0.08
C 0.120355 2.411927 7.109366 0.53 1.82 -0.35 -0.21
O 0.719978 3.656065 7.177882 -0.40 -1.89 0.55 0.08
H 0.081223 -0.612849 8.879621 -0.01 0.04 -0.05 0.14
H -2.248349 -1.395951 6.292828 0.06 -0.06 0.21 0.09
H -1.016183 2.833669 5.372180 0.02 -0.05 0.03 0.14
H 1.306025 3.620200 7.964991 -0.23 0.01 -0.31 0.12

***

98
Properties=species:S:1:pos:R:3:forces:R:3:lowdin_charge:R:1 method="wB97M-V/def2-TZVPD" total_energy_ha=-10757.89148 multiplicity=5 homo_energy_ha="-0.4738 / -0.4778" s2=6.04 de_lowest_kj_mol=81.3 charge=+2 orbital_gap_ev="7.066 / 5.036" lumo_energy_ev="-5.826 / -7.965"
Cr -0.773966 0.231653 0.485156 1.12 1.07 -0.94 0.70
Br -2.803738 3.297474 3.921793 0.14 -0.01 0.13 0.87
C -1.280546 2.203376 4.081345 -0.16 -0.14 -0.78 -0.58
C -0.591362 2.105678 5.297557 0.29 -0.09 0.27 -0.14
C 0.551455 1.354419 5.405216 -0.15 0.12 0.18 -0.61
Br 1.437282 1.248994 7.066294 -0.04 0.03 -0.07 0.85
C 1.067353 0.657024 4.286115 -0.14 -0.11 -0.17 -0.17
C 2.272955 -0.066643 4.245552 -0.01 -0.03 -0.14 0.02
C 2.673799 -0.632903 3.059233 0.08 -0.03 0.22 -0.01
C 1.842894 -0.557035 1.943851 -0.18 -0.03 -0.20 -0.08
N 0.665796 0.047526 1.956398 0.44 -0.21 0.22 0.03
C 0.313186 0.708872 3.095485 -0.19 0.20 0.12 -0.17
C -0.851131 1.508196 2.962002 0.29 0.04 0.77 -0.42
O -1.407199 1.548901 1.765793 -0.43 -0.25 -0.54 -0.26
H -0.960380 2.647588 6.157675 -0.02 -0.01 -0.01 0.11
H 2.885642 -0.143875 5.133594 0.00 0.01 0.00 0.10
H 3.617414 -1.153617 2.981538 0.00 0.01 -0.01 0.12
H 2.161635 -0.985530 1.004331 -0.01 -0.03 0.05 0.10
C -2.037487 2.621006 -4.271728 0.10 0.06 -0.32 -0.05
N -2.093833 2.182175 -2.884498 0.17 -0.36 0.11 -0.08
C -1.814264 0.995885 -2.353134 -0.26 0.13 -0.03 -0.11
N -1.979865 1.057586 -1.033500 0.01 -0.01 0.35 0.00
C -2.370987 2.354427 -0.819580 -0.16 -0.04 -0.10 -0.16
N -2.441351 3.051688 -1.917035 -0.08 0.23 0.05 0.16
C -0.639427 2.753578 -4.850845 0.00 0.00 0.07 -0.18
C -0.461997 3.608060 -5.937001 -0.04 0.03 0.04 -0.02
C 0.782355 3.757573 -6.527192 -0.01 0.04 -0.05 -0.03
C 1.873799 3.041152 -6.061229 -0.03 -0.04 0.07 0.01
C 1.691526 2.157451 -5.005475 -0.14 -0.02 -0.08 -0.14
C 0.445225 2.025494 -4.392947 -0.03 -0.01 -0.04 0.02
C 2.781301 1.297637 -4.559640 0.62 -0.12 0.22 -0.30
N 4.044528 1.545212 -4.425026 -0.43 0.41 -0.18 0.13
N 4.631558 0.395081 -3.956830 0.14 -0.59 0.24 0.13
C 3.696188 -0.488540 -3.831760 0.22 0.66 -0.19 -0.29
O 2.489355 0.023276 -4.193555 -0.25 -0.17 0.06 0.12
C 3.748573 -1.846770 -3.309036 -0.30 -0.21 0.06 -0.13
C 4.944835 -2.487965 -2.994971 0.01 0.08 -0.06 0.01
C 4.902556 -3.757110 -2.443561 0.04 -0.05 0.00 -0.04
C 3.688432 -4.374186 -2.157003 -0.09 -0.04 0.04 -0.01
C 2.494876 -3.734878 -2.460727 -0.11 0.14 0.02 -0.21
C 1.138979 -4.329508 -2.125217 0.32 -0.23 -0.21 -0.04
N 0.249497 -3.292970 -1.595006 0.17 0.24 0.35 -0.09
C 0.579611 -2.279668 -0.800610 0.00 -0.03 -0.29 -0.10
N -0.460456 -1.467100 -0.665253 -0.31 -0.27 0.07 -0.02
C -1.441272 -2.084905 -1.403386 0.19 -0.07 0.01 -0.22
N -1.034742 -3.184449 -1.972405 -0.17 -0.01 -0.29 0.17
C 2.538282 -2.489454 -3.073095 0.10 0.00 0.01 0.01
H -2.530614 3.589464 -4.287019 -0.07 -0.03 0.02 0.14
H -2.628743 1.934918 -4.880591 -0.02 -0.04 0.07 0.15
H -1.551487 0.122977 -2.926855 0.12 0.06 -0.02 0.15
H -2.620235 2.748845 0.151077 0.08 -0.01 0.01 0.12
H -1.305866 4.164896 -6.327178 0.01 0.02 0.02 0.13
H 0.897758 4.425203 -7.370151 0.01 0.02 0.03 0.12
H 2.847757 3.143873 -6.519947 0.00 -0.03 -0.01 0.13
H 0.354976 1.345035 -3.555844 0.01 0.00 0.03 0.10
H 5.886890 -1.993749 -3.191299 0.00 -0.01 0.01 0.13
H 5.824699 -4.275445 -2.218452 0.01 0.03 0.01 0.12
H 3.678669 -5.357326 -1.701828 0.01 0.02 0.02 0.12
H 1.221852 -5.140820 -1.402737 0.02 0.03 0.01 0.14
H 0.654561 -4.724435 -3.017483 -0.11 0.04 0.06 0.14
H 1.566597 -2.135956 -0.405135 0.02 -0.05 -0.02 0.13
H -2.447679 -1.713447 -1.502938 0.00 0.00 0.03 0.12
H 1.623647 -1.986376 -3.356512 -0.05 0.00 0.02 0.13
C 3.724179 3.304150 -0.884502 -0.11 0.15 0.05 -0.04
N 2.727887 2.251556 -1.010916 0.07 -0.18 -0.17 0.06
C 1.557043 2.161808 -0.380262 -0.06 0.13 0.07 -0.55
N 1.229330 3.098372 0.525345 0.04 -0.02 0.01 0.24
O 0.781233 1.194021 -0.634375 -0.32 -0.27 0.29 -0.08
H 4.616938 2.983296 -1.412897 0.02 0.00 0.03 0.10
H 3.979438 3.470974 0.162859 0.04 -0.03 -0.02 0.09
H 3.386849 4.240335 -1.333426 -0.04 -0.02 0.02 0.10
H 2.888152 1.539802 -1.703319 0.00 -0.08 -0.04 0.13
H 1.788567 3.922836 0.660182 -0.01 0.01 0.00 0.12
H 0.306931 3.069540 0.927854 -0.04 0.00 0.03 0.10
Ge -2.481731 -1.262512 1.751790 -1.26 -1.26 1.65 1.09
C -1.556458 -1.823457 3.391838 0.04 0.45 -0.45 -0.34
C -1.946576 -1.320510 4.633201 -0.13 0.15 -0.03 -0.09
C -1.396603 -1.836975 5.795130 -0.01 0.04 0.06 -0.05
C -0.440254 -2.841310 5.724195 0.05 -0.02 -0.04 -0.05
C -0.045205 -3.346959 4.489841 0.05 -0.01 -0.01 -0.06
C -0.592537 -2.830929 3.327177 0.03 -0.02 -0.10 -0.12
C -4.323824 -0.756152 2.190184 0.64 0.33 -0.38 -0.34
C -4.807503 0.532825 2.362612 -0.03 0.08 0.02 -0.12
C -6.105639 0.717627 2.819206 0.01 0.01 -0.04 -0.06
C -6.905890 -0.380826 3.097280 -0.04 -0.03 0.02 -0.06
C -6.420358 -1.669084 2.915415 0.01 -0.06 -0.03 -0.06
C -5.131477 -1.862746 2.442328 0.05 0.02 -0.06 -0.12
H -2.621530 -2.612370 0.999378 0.28 0.27 -0.37 0.01
H -2.709535 -0.551804 4.691201 0.02 0.01 0.02 0.11
H -1.721134 -1.462998 6.757774 0.01 0.00 -0.01 0.12
H -0.005070 -3.239815 6.631561 -0.03 0.00 0.00 0.12
H 0.680417 -4.148540 4.437273 0.00 0.01 0.02 0.11
H -0.298497 -3.238252 2.363840 0.03 0.00 0.04 0.10
H -4.185675 1.393023 2.147106 0.02 -0.05 0.03 0.05
H -6.491168 1.719745 2.953134 -0.01 -0.01 0.01 0.11
H -7.919695 -0.236892 3.446630 0.01 0.01 0.02 0.12
H -7.042924 -2.528025 3.127245 -0.03 0.03 0.00 0.12
H -4.757362 -2.867270 2.273361 -0.07 -0.03 0.05 0.10